1.
# C35H46N2O4

A 2-piece molecular cluster, C35H46N2O4 overall (ωB97M-V with the def2-TZVPD basis set, the OMol25 dataset).

Output
Relative energy (zero: lowest compared OMol25 entry of this formula, charge and spin) in kJ/mol: 189.66
HOMO-LUMO gap in eV: 5.161
E_LUMO in eV: -1.068
Net charge: 0

Positions of all 87 atoms, in Å:
C -1.860 5.460 1.002
C -0.443 5.166 0.598
O -0.131 3.838 1.088
C 1.097 3.450 0.711
C 1.546 2.070 1.066
C 3.102 2.155 1.284
C 3.493 3.183 2.366
C 3.894 2.569 0.052
C 0.888 1.695 2.362
O -0.279 1.866 2.694
O 1.739 1.056 3.188
C 1.160 0.394 4.353
C 0.604 1.304 5.408
O 1.783 4.291 0.115
H -2.048 6.537 0.925
H -2.557 4.981 0.305
H -2.086 5.157 2.032
H -0.337 5.151 -0.493
H 0.254 5.916 0.999
H 3.461 1.169 1.613
H 3.067 2.950 3.346
H 4.588 3.134 2.448
H 3.218 4.203 2.059
H 3.802 1.864 -0.780
H 3.532 3.551 -0.261
H 4.955 2.658 0.325
H 0.367 -0.256 3.970
H 1.999 -0.195 4.724
H 0.258 0.671 6.227
H 1.352 1.993 5.808
H -0.249 1.858 5.018
C -5.262 2.336 0.776
C -5.911 0.974 0.926
N -5.182 -0.044 0.200
C -5.955 -1.258 0.040
C -5.319 -2.176 -0.983
C -3.857 -2.444 -0.616
C -3.091 -1.213 -0.210
C -3.816 -0.051 0.181
C -3.072 1.102 0.579
C -1.700 1.143 0.451
C -0.927 0.028 0.010
C 0.465 0.131 -0.259
C 1.151 -0.840 -1.040
C 2.567 -1.012 -0.968
C 3.215 -2.043 -1.625
C 2.487 -3.009 -2.388
N 3.125 -4.063 -2.983
C 4.560 -4.068 -3.160
C 5.263 -3.514 -1.940
C 4.704 -2.146 -1.556
C 2.465 -4.897 -3.968
C 1.026 -5.156 -3.585
C 0.297 -3.828 -3.348
C 1.082 -2.834 -2.538
C 0.485 -1.727 -1.958
C -1.705 -1.173 -0.179
C -3.789 2.277 1.158
H -5.362 2.675 -0.262
H -5.789 3.046 1.417
H -5.957 0.688 1.992
H -6.940 0.985 0.544
H -6.034 -1.775 1.013
H -6.971 -0.973 -0.258
H -5.892 -3.107 -1.007
H -5.385 -1.721 -1.978
H -3.848 -3.173 0.212
H -3.363 -2.936 -1.466
H -1.202 2.084 0.661
H 1.043 1.081 0.093
H 3.152 -0.331 -0.339
H 4.865 -5.102 -3.353
H 4.813 -3.474 -4.054
H 5.143 -4.214 -1.103
H 6.328 -3.430 -2.164
H 5.139 -1.394 -2.235
H 5.027 -1.890 -0.541
H 2.510 -4.405 -4.954
H 3.030 -5.832 -4.044
H 0.553 -5.716 -4.398
H 0.985 -5.780 -2.682
H 0.064 -3.398 -4.335
H -0.668 -4.033 -2.863
H -0.561 -1.529 -2.194
H -1.170 -2.107 -0.374
H -3.282 3.197 0.846
H -3.703 2.229 2.259

These are the Mulliken partial charges, in e, on atoms 1 to 6:
1. C -1.121
2. C -0.432
3. O -0.189
4. C -0.033
5. C 1.856
6. C 0.146

=====

2.
# C5H11N2O

A 2-piece molecular cluster, C5H11N2O overall (ωB97M-V with the def2-TZVPD basis set, the OMol25 dataset).

Output
Relative energy (zero: lowest compared OMol25 entry of this formula, charge and spin) in kJ/mol: 643.66
HOMO-LUMO gap in eV: 6.582
E_LUMO in eV: -7.083
Net charge: +1

Positions of all 19 atoms, in Å:
C 3.356 0.488 -0.040
C 2.294 -0.191 0.837
C 1.081 -0.560 0.106
C -0.262 -0.808 0.434
N -1.179 0.551 0.194
C -0.721 -0.203 -0.856
N 0.710 0.001 -1.315
H 2.859 0.887 -0.926
H 4.051 -0.244 -0.449
H 3.901 1.296 0.435
H 2.039 0.490 1.659
H 2.658 -1.111 1.320
H -0.898 -1.483 0.984
H -0.530 1.306 0.437
H -1.472 -0.566 -1.549
H 0.953 -0.904 -1.750
H -6.593 -0.327 -0.145
H -6.262 1.147 0.274
O -5.986 0.230 0.351

These are the Mulliken partial charges, in e, on atoms 1 to 6:
1. C -1.149
2. C -0.195
3. C 0.323
4. C -0.598
5. N -0.284
6. C 0.065

=====

3.
# C27H39BBrIN5O5S

A 3-piece molecular cluster, C27H39BBrIN5O5S overall (ωB97M-V with the def2-TZVPD basis set, the OMol25 dataset).

Output
HOMO-LUMO gap in eV: 5.836
E_LUMO in eV: 0.909
Net charge: -1

Positions of all 80 atoms, in Å:
C -5.551 0.981 1.085
C -4.329 0.095 0.761
C -3.147 0.321 1.722
I -1.867 1.915 0.915
B -2.380 -1.076 2.204
Br -0.520 -0.552 3.011
C -3.185 -1.717 3.494
C -4.636 -2.111 3.227
C -5.295 -2.675 4.507
N -6.629 -3.250 4.155
C -2.232 -2.207 1.037
C -1.693 -1.727 -0.325
C -0.200 -1.424 -0.350
C 0.240 -1.047 -1.809
C 0.800 0.395 -1.891
C 2.184 0.491 -2.588
C 3.265 0.694 -1.492
S 3.525 -0.928 -0.709
C 3.414 -0.679 1.008
N 3.167 -1.609 1.822
N 3.204 -1.016 3.069
C 3.454 0.201 2.949
O 3.611 0.515 1.579
H -5.654 1.122 2.162
H -5.388 1.961 0.632
H -6.446 0.543 0.638
H -4.007 0.384 -0.241
H -4.610 -0.958 0.724
H -3.558 0.774 2.628
H -3.188 -0.917 4.252
H -2.605 -2.543 3.917
H -5.263 -1.261 2.943
H -4.759 -2.870 2.450
H -5.470 -1.808 5.148
H -4.626 -3.411 4.952
H -6.680 -4.212 4.473
H -7.334 -2.762 4.697
H -3.180 -2.720 0.837
H -1.550 -2.990 1.399
H -1.849 -2.540 -1.050
H -2.220 -0.862 -0.731
H 0.064 -0.564 0.261
H 0.409 -2.272 -0.028
H 0.952 -1.784 -2.185
H -0.634 -1.073 -2.470
H 0.828 0.868 -0.911
H 0.107 0.986 -2.499
H 2.233 1.284 -3.335
H 2.437 -0.457 -3.068
H 2.907 1.424 -0.769
H 4.184 1.064 -1.948
H 3.556 0.954 3.705
C -2.035 1.003 -7.978
C -2.434 -0.327 -8.014
C -2.605 -1.033 -6.834
C -2.376 -0.393 -5.631
C -1.972 0.928 -5.577
C -1.800 1.628 -6.761
N -2.577 -1.130 -4.373
O -2.911 -2.296 -4.449
O -2.394 -0.523 -3.340
H -1.907 1.554 -8.901
H -2.615 -0.813 -8.964
H -2.915 -2.067 -6.861
H -1.792 1.414 -4.628
H -1.487 2.663 -6.733
C 6.617 1.346 2.321
C 6.030 2.594 2.534
C 6.835 3.715 2.672
C 8.208 3.582 2.594
C 8.804 2.354 2.392
C 8.000 1.235 2.256
N 9.054 4.778 2.719
O 8.503 5.843 2.916
O 10.257 4.633 2.615
H 5.989 0.474 2.206
H 4.954 2.682 2.584
H 6.384 4.682 2.837
H 9.878 2.259 2.337
H 8.455 0.267 2.095

These are the Mulliken partial charges, in e, on atoms 1 to 6:
1. C -1.628
2. C -0.029
3. C -0.915
4. I -0.053
5. B 0.184
6. Br -0.376

=====

4.
# C15H25BrN4O4V

C15H25BrN4O4V as an isolated structure (ωB97M-V with the def2-TZVPD basis set, the OMol25 dataset).

Output
Relative energy (zero: lowest compared OMol25 entry of this formula, charge and spin) in kJ/mol: 137.91
Spin multiplicity: 2
HOMO-LUMO gap (alpha / beta) in eV: 5.424 / 6.019
E_LUMO (alpha / beta) in eV: -8.683 / -8.088
Expectation value of S²: 0.7605
Net charge: +2

Positions of all 50 atoms, in Å:
V -0.273 -0.531 -0.131
C 0.540 -0.460 -2.879
N -0.658 -0.018 -2.098
C -0.892 1.441 -2.302
C -1.868 -0.777 -2.524
C -1.667 -2.228 -2.179
N -1.320 -2.335 -0.725
C -0.569 -3.602 -0.509
C -2.598 -2.428 0.051
H 0.266 -0.572 -3.929
H 0.899 -1.428 -2.517
H 1.332 0.270 -2.753
H -1.101 1.615 -3.359
H -0.003 1.996 -2.020
H -1.748 1.754 -1.708
H -2.013 -0.644 -3.599
H -2.732 -0.344 -2.018
H -0.850 -2.656 -2.756
H -2.557 -2.824 -2.386
H -1.138 -4.440 -0.914
H -0.431 -3.772 0.557
H 0.396 -3.558 -1.015
H -3.142 -3.315 -0.277
H -3.209 -1.544 -0.109
H -2.376 -2.526 1.111
N 0.733 -1.482 1.503
C -0.029 -1.570 2.795
C -0.693 -0.257 3.200
C -1.846 0.136 2.336
O -2.962 0.390 2.520
O -1.409 0.123 0.874
H 1.135 -2.401 1.324
H 1.525 -0.852 1.626
H 0.664 -1.863 3.582
H -0.764 -2.369 2.698
H 0.031 0.562 3.208
H -1.088 -0.353 4.212
Br 4.816 5.866 0.881
C 3.460 4.600 1.126
C 2.623 4.689 2.237
N 1.627 3.837 2.479
C 1.460 2.854 1.605
C 2.249 2.666 0.480
C 3.276 3.576 0.219
C 2.015 1.561 -0.466
O 2.469 1.459 -1.566
O 1.128 0.607 0.024
H 2.765 5.489 2.954
H 0.625 2.189 1.792
H 3.901 3.468 -0.657

These are the Mulliken partial charges, in e, on atoms 1 to 6:
1. V 0.952
2. C -0.859
3. N 0.087
4. C -1.009
5. C -0.726
6. C -1.011

=====

5.
# C8H11O2PS

One molecule with the formula C8H11O2PS (ωB97M-V with the def2-TZVPD basis set, the OMol25 dataset).

Output
Relative energy (zero: lowest compared OMol25 entry of this formula, charge and spin) in kJ/mol: 261.29
HOMO-LUMO gap in eV: 7.669
E_LUMO in eV: -0.594
Net charge: 0

Positions of all 23 atoms, in Å:
C -0.929 0.452 2.542
P -1.311 0.750 0.810
C -3.104 1.007 0.873
S -1.345 -1.241 0.190
O -0.212 -1.263 -1.044
C 1.080 -1.623 -0.838
C 1.802 -2.093 -2.092
C 2.963 -1.589 -2.458
C 3.665 -0.589 -1.702
C 3.197 -0.140 -0.503
C 1.762 -0.529 -0.125
O 1.135 0.208 0.678
H -1.478 1.009 3.170
H 0.148 0.774 2.572
H -0.991 -0.556 2.897
H -3.008 1.964 1.524
H -3.508 0.212 1.414
H -3.586 1.254 0.016
H 1.139 -2.622 -0.184
H 1.282 -2.867 -2.629
H 3.386 -1.814 -3.421
H 4.461 -0.226 -2.338
H 3.487 0.863 -0.110

These are the Mulliken partial charges, in e, on atoms 1 to 6:
1. C -1.147
2. P 0.154
3. C -1.015
4. S -0.120
5. O -0.381
6. C 0.556

=====

6.
# C5H8N2

One molecule with the formula C5H8N2 (ωB97M-V with the def2-TZVPD basis set, the OMol25 dataset).

Output
Relative energy (zero: lowest compared OMol25 entry of this formula, charge and spin) in kJ/mol: 500.60
HOMO-LUMO gap (alpha / beta) in eV: 8.063 / 6.510
E_LUMO (alpha / beta) in eV: -0.865 / -1.345
Net charge: 0

Positions of all 15 atoms, in Å:
C -0.510 1.320 0.137
C 0.039 -0.130 -0.056
C -1.069 -1.160 0.195
C 1.190 -0.146 0.876
C 2.388 -0.137 0.193
N 2.186 -0.232 -1.114
N 0.671 -0.270 -1.334
H -0.850 1.473 1.166
H -1.366 1.469 -0.532
H 0.254 2.067 -0.097
H -1.931 -0.986 -0.455
H -0.694 -2.171 0.022
H -1.407 -1.085 1.235
H 1.047 -0.031 1.947
H 0.088 0.135 -2.091

These are the Mulliken partial charges, in e, on atoms 1 to 6:
1. C -1.438
2. C 1.357
3. C -1.439
4. C -0.598
5. C -0.139
6. N -0.396

=====

7.
# C27H50B2N3O34S7

A 8-piece molecular cluster, C27H50B2N3O34S7 overall (ωB97M-V with the def2-TZVPD basis set, the OMol25 dataset).

Output
HOMO-LUMO gap in eV: 7.301
E_LUMO in eV: -4.001
Net charge: +1

Positions of all 123 atoms, in Å:
C 4.450 0.989 0.672
C 4.872 2.533 0.297
B 3.720 3.324 -0.570
O 3.583 4.820 -0.472
C 2.624 2.597 -1.596
C 3.249 1.869 -2.925
C 4.873 1.903 -3.173
C 2.167 1.155 -3.976
C 2.875 0.451 -5.315
N 0.645 1.169 -3.746
O -0.103 0.530 -4.689
B -0.317 -0.903 -4.279
O 0.397 -1.518 -3.133
O -1.339 -1.633 -5.106
C 0.014 1.868 -2.523
C -1.619 1.884 -2.376
C -2.193 1.427 -0.911
O -1.796 0.065 -0.514
C -3.858 1.394 -1.068
N -4.406 0.010 -1.334
C 0.994 2.593 -1.379
N 0.447 3.269 -0.116
C 0.583 2.405 0.978
O 0.738 1.511 1.994
H 5.251 0.563 1.441
H 4.467 0.384 -0.352
H 3.362 1.039 1.122
H 5.925 2.505 -0.238
H 5.033 3.119 1.304
H 4.504 5.192 -0.338
H 5.167 3.035 -3.406
H 5.519 1.584 -2.249
H 5.245 1.280 -4.096
H 2.090 -0.021 -6.051
H 3.513 1.282 -5.852
H 3.642 -0.332 -4.878
H -0.228 -2.198 -2.699
H -0.995 -2.583 -5.247
H -1.994 2.993 -2.606
H -2.172 1.211 -3.192
H -1.998 2.247 -0.066
H -2.329 -0.141 0.330
H -4.208 2.214 -1.840
H -4.284 1.752 -0.013
H -4.970 -0.231 -0.476
H -5.142 0.160 -2.088
C 8.652 8.001 -1.104
C 8.668 7.590 0.365
O 7.297 7.531 0.751
S 6.403 7.072 -0.534
O 6.167 5.649 -0.434
O 5.343 8.035 -0.721
O 7.537 7.321 -1.679
H 8.485 9.078 -1.211
H 9.575 7.725 -1.621
H 9.214 8.300 0.991
H 9.097 6.590 0.490
C -1.303 -5.811 0.515
C -2.116 -4.686 -0.120
O -1.527 -4.477 -1.402
S -0.951 -5.898 -1.958
O -1.937 -6.466 -2.850
O 0.434 -5.716 -2.327
O -1.010 -6.716 -0.549
H -0.355 -5.436 0.913
H -1.854 -6.321 1.309
H -2.088 -3.767 0.471
H -3.157 -4.989 -0.272
C 4.926 -3.325 0.105
C 5.987 -4.314 0.580
O 6.587 -3.701 1.718
S 5.465 -2.801 2.488
O 4.932 -3.583 3.582
O 5.988 -1.465 2.657
O 4.356 -2.777 1.293
H 5.378 -2.506 -0.465
H 4.154 -3.806 -0.501
H 6.737 -4.521 -0.187
H 5.530 -5.255 0.905
C -8.642 3.264 -2.142
C -8.206 1.808 -2.284
O -7.114 1.655 -1.380
S -7.345 2.639 -0.100
O -7.930 1.860 0.968
O -6.161 3.448 0.073
O -8.516 3.566 -0.754
H -7.974 3.931 -2.698
H -9.671 3.421 -2.475
H -7.900 1.562 -3.304
H -9.003 1.126 -1.969
C -6.263 1.361 4.804
C -7.317 0.600 4.004
O -7.879 -0.335 4.922
S -7.856 0.313 6.419
O -9.159 0.882 6.685
O -7.207 -0.619 7.311
O -6.823 1.535 6.104
H -5.344 0.773 4.905
H -6.026 2.330 4.358
H -6.892 0.084 3.140
H -8.117 1.269 3.671
C 1.125 -9.124 -3.692
C 1.559 -9.560 -5.089
O 2.976 -9.412 -5.103
S 3.555 -9.702 -3.606
O 4.013 -11.073 -3.557
O 4.377 -8.583 -3.209
O 2.135 -9.612 -2.810
H 1.100 -8.032 -3.610
H 0.149 -9.531 -3.416
H 1.100 -8.956 -5.875
H 1.328 -10.617 -5.261
C -2.096 2.865 7.880
C -2.591 2.469 9.269
O -3.950 2.077 9.082
S -4.112 1.415 7.600
O -4.044 -0.023 7.739
O -5.188 2.090 6.913
O -2.695 1.933 6.981
H -2.440 3.868 7.610
H -1.006 2.822 7.803
H -2.522 3.290 9.986
H -2.040 1.604 9.652

These are the Mulliken partial charges, in e, on atoms 1 to 6:
1. C -0.323
2. C -0.590
3. B 0.300
4. O -0.489
5. C 0.834
6. C 0.059

=====

8.
# CH15NO5

CH15NO5 as an isolated structure (ωB97M-V with the def2-TZVPD basis set, the OMol25 dataset).

Output
Relative energy (zero: lowest compared OMol25 entry of this formula, charge and spin) in kJ/mol: 100.25
HOMO-LUMO gap in eV: 10.767
E_LUMO in eV: 0.407
Net charge: 0

Positions of all 22 atoms, in Å:
H -0.794 -0.062 0.294
O -0.597 0.216 -0.856
N -0.321 -0.445 1.466
H -1.378 0.556 -1.300
H 0.436 -1.048 1.128
H -0.963 -1.045 1.972
C 0.340 0.695 2.124
H -0.303 1.499 2.479
H 1.017 0.326 2.919
H 0.990 1.123 1.342
O 0.359 -2.101 -1.916
H -0.420 -2.411 -2.381
H 0.158 -1.257 -1.458
O 1.018 1.605 -2.540
H 0.960 1.127 -3.374
H 0.672 0.974 -1.875
O -1.880 3.101 1.036
H -2.324 3.122 0.180
H -1.296 2.345 0.890
O 1.446 -2.701 0.365
H 2.181 -2.775 -0.250
H 0.698 -2.841 -0.245

These are the Mulliken partial charges, in e, on atoms 1 to 6:
1. H 0.486
2. O -0.897
3. N -0.455
4. H 0.222
5. H 0.272
6. H 0.255

=====

9.
# C18H45ClN3O6

A 4-piece molecular cluster, C18H45ClN3O6 overall (ωB97M-V with the def2-TZVPD basis set, the OMol25 dataset).

Output
Relative energy (zero: lowest compared OMol25 entry of this formula, charge and spin) in kJ/mol: 148.72
HOMO-LUMO gap in eV: 6.344
E_LUMO in eV: 2.538
Net charge: -1

Positions of all 73 atoms, in Å:
Cl 0.537 -1.644 0.239
C 6.067 -1.536 -0.842
O 5.436 -1.018 0.289
C 4.269 -1.730 0.654
C 3.688 -1.317 1.989
N 3.017 -0.029 2.076
C 3.874 1.116 1.709
C 3.198 2.417 2.137
O 2.221 2.737 1.184
C 1.524 3.918 1.438
H 5.447 -1.600 -1.741
H 6.497 -2.535 -0.660
H 6.943 -0.897 -0.990
H 4.502 -2.808 0.751
H 3.526 -1.769 -0.154
H 4.450 -1.365 2.776
H 2.963 -2.074 2.293
H 2.259 -0.067 1.398
H 3.911 1.091 0.611
H 4.911 1.000 2.021
H 3.871 3.263 2.325
H 2.726 2.153 3.098
H 0.816 4.082 0.623
H 2.155 4.814 1.438
H 0.921 3.821 2.347
C -0.059 -5.182 3.887
O -0.433 -3.840 3.711
C -0.345 -3.095 4.919
C -0.012 -1.653 4.534
N -1.161 -0.948 3.979
C -0.712 0.241 3.239
C -1.801 0.878 2.385
O -2.371 0.041 1.402
C -3.312 0.688 0.615
H 0.994 -5.298 4.173
H -0.190 -5.647 2.907
H -0.690 -5.716 4.610
H 0.474 -3.484 5.541
H -1.254 -3.233 5.517
H 0.798 -1.786 3.817
H 0.385 -1.112 5.410
H -1.732 -0.670 4.769
H 0.148 -0.035 2.633
H -0.427 1.038 3.944
H -1.305 1.685 1.823
H -2.624 1.253 3.012
H -4.076 1.222 1.200
H -3.789 -0.044 -0.027
H -2.829 1.475 0.018
C -4.770 2.232 -7.057
O -4.526 1.343 -5.961
C -3.850 0.185 -6.361
C -3.449 -0.730 -5.196
N -2.404 -0.178 -4.337
C -2.800 0.769 -3.289
C -1.590 1.529 -2.802
O -0.694 0.678 -2.124
C 0.147 1.443 -1.288
H -3.832 2.538 -7.522
H -5.381 3.007 -6.606
H -5.357 1.672 -7.796
H -3.011 0.400 -7.039
H -4.467 -0.453 -7.029
H -2.998 -1.600 -5.680
H -4.338 -0.981 -4.623
H -1.594 0.096 -4.866
H -3.346 0.321 -2.460
H -3.434 1.515 -3.784
H -1.924 2.399 -2.223
H -1.053 1.904 -3.689
H 0.559 2.248 -1.930
H 1.047 0.951 -0.934
H -0.340 1.914 -0.431

These are the Mulliken partial charges, in e, on atoms 1 to 6:
1. Cl -0.749
2. C -0.801
3. O -0.269
4. C -0.458
5. C -0.727
6. N 0.080

=====

Q: Which of these has the highest net charge?
A: C15H25BrN4O4V

=====

Q: What is the net charge in the ninth record?
A: -1